The following is a quantum chemistry calculation of a 2-piece molecular cluster, C20H43BrIN2O13P4S2 overall in a non-equilibrium geometry, from the OMol25 dataset.

Values from the calculation:
Net charge: -1
E_LUMO: -0.0090 Eh
Orbital gap: 1.74 eV
ΔE to the lowest compared entry with this formula, charge and spin: 35.9 kcal per mole
HOMO: -0.073 hartree
E_tot: -188000.088 eV
2S+1: 1
Strongest force on any atom: 4.83 eV/A

Structure (XYZ):
```
86
C20H43BrIN2O13P4S2 (ωB97M-V/def2-TZVPD)
C 2.037 -1.352 1.839
C 2.521 1.333 0.705
C 1.260 -1.881 0.555
N 3.393 2.351 -1.417
C -2.582 1.491 -2.310
H -1.706 -3.901 1.848
H -2.969 2.385 -0.394
P -1.300 -2.055 -0.591
H 3.209 0.550 0.334
O -7.593 0.741 -0.916
H 1.307 1.824 -1.103
Br 1.442 -2.920 -2.737
H 4.274 -4.093 4.322
C -5.064 1.313 -4.395
H 3.755 2.772 -4.904
C 1.115 -0.127 2.149
H -3.443 -2.401 -0.437
H 3.840 -2.373 -1.262
C -1.305 0.552 1.345
O 1.271 0.975 1.234
O 0.965 3.855 -3.299
O -2.746 -1.798 2.832
O -2.864 -1.672 -0.166
C 2.151 3.079 -3.453
C 3.431 -4.516 3.738
C 2.381 -2.364 2.964
H 2.085 2.445 -5.511
C 3.258 -3.559 2.487
C -2.668 1.377 -0.752
H 0.440 2.597 3.164
O -5.614 1.117 0.039
O -0.758 -2.220 4.332
C -1.257 1.123 -0.101
H 2.802 -4.155 1.678
N -0.196 -1.810 0.858
O -4.719 0.734 -3.146
C 2.714 3.144 -4.924
H -4.197 1.699 -4.967
O -1.873 0.176 4.109
O 2.920 1.490 3.763
H 1.856 2.020 -3.304
O 3.591 -1.474 -0.985
H 1.188 4.769 -3.087
H 1.937 3.206 -0.195
H 3.155 2.018 1.313
H -1.804 -0.024 5.055
H 3.670 -5.547 3.429
I 5.294 -2.928 1.977
S -0.385 -3.611 1.672
H 2.769 2.379 3.396
H -3.445 0.689 -0.385
O 0.370 2.059 3.975
H -1.072 1.386 2.039
C -6.685 1.515 -0.466
H 4.185 3.655 -2.908
P 1.899 -1.373 -1.152
C 2.213 2.198 -0.579
H -3.066 2.449 -2.604
H -0.583 0.591 -0.809
H -5.624 0.569 -5.002
H -3.257 -0.554 -2.471
H 2.996 -1.819 3.711
H -0.505 -4.371 -1.202
P 1.403 0.770 3.778
H 3.630 1.488 -1.899
C 3.235 3.459 -2.364
H -1.916 -3.804 -2.112
H -2.377 0.343 1.564
H -5.761 2.153 -4.197
H 1.509 -2.803 3.480
H -2.888 0.254 -4.090
C -0.371 -0.639 1.772
H 3.041 -1.172 1.402
O -7.001 2.743 -0.593
S 1.395 -0.232 5.416
H 2.520 -4.436 4.357
H -1.518 1.609 -2.630
H -1.161 -2.111 5.209
H -2.207 -4.413 -0.473
H 2.976 4.410 -1.857
H 2.620 4.166 -5.331
H 1.530 -2.972 0.594
H -0.806 2.142 -0.040
P -1.462 -1.194 3.260
C -3.339 0.368 -3.084
C -1.468 -3.857 -1.086
```

The following is a quantum chemistry calculation of C3H8OS as an isolated structure in a non-equilibrium geometry, from the OMol25 dataset.

Values from the calculation:
E_LUMO: 0.0281 Eh
Orbital gap: 9.36 eV
ΔE to the lowest compared entry with this formula, charge and spin: 136.0 kcal per mole
HOMO: -0.316 hartree
E_tot: -16117.341 eV
2S+1: 1
Strongest force on any atom: 5.62 eV/A

Structure (XYZ):
```
13
C3H8OS (ωB97M-V/def2-TZVPD)
C 0.568 0.201 0.199
S 0.559 1.968 -0.298
C 0.238 -1.886 -0.892
H -1.622 1.366 -0.082
H -1.271 2.786 0.700
C -0.933 1.859 0.816
H 0.053 -2.175 -2.181
H -0.484 -2.629 -0.064
H 0.410 -0.135 1.167
H 1.517 -0.048 0.149
H 1.559 -1.973 -0.558
O -0.066 -0.511 -0.747
H -0.528 1.175 1.790
```

The following is a quantum chemistry calculation of a 6-piece molecular cluster, C36H55BIO15 overall in a non-equilibrium geometry, from the OMol25 dataset.

Values from the calculation:
Net charge: -1
E_LUMO: 0.0819 Eh
Orbital gap: 7.45 eV
HOMO: -0.192 hartree
E_tot: -77708.986 eV
2S+1: 1
Strongest force on any atom: 4.84 eV/A

Structure (XYZ):
```
108
C36H55BIO15 (ωB97M-V/def2-TZVPD)
H -1.443 0.366 5.296
H 2.003 -7.448 2.464
O 1.205 0.031 -1.215
I -3.448 -4.238 -0.922
C -5.210 2.521 0.170
H -1.515 -0.161 -1.969
O 3.616 -5.198 1.861
H 7.384 1.707 -2.722
C -1.286 -0.462 -0.872
H -2.047 -1.085 4.541
O -3.433 1.737 2.972
C 1.982 -0.213 2.907
C -2.634 0.057 -0.059
C 0.892 -4.671 4.078
H -3.433 -1.669 -1.824
O -2.934 2.777 -5.619
H 0.094 3.814 -4.245
H 7.249 2.930 -1.447
H 1.621 -1.267 -3.684
C -6.529 2.553 -0.651
C 2.556 -5.398 2.412
C 0.762 1.890 -5.408
O -0.584 -2.706 5.843
H 7.562 3.404 -3.130
H 2.194 -0.531 3.930
C 7.013 2.708 -2.490
H -0.212 1.358 -0.210
H -7.851 -0.865 0.343
C -7.163 0.045 0.292
O 4.175 0.787 2.578
C 0.571 2.136 -2.691
H 4.444 -1.550 3.818
C -1.720 -0.667 5.495
H 1.623 0.654 7.111
O 0.385 -0.919 6.738
O -2.313 0.760 1.179
C -4.079 2.504 -4.961
C 1.664 -6.528 1.986
H 5.200 3.842 -2.507
C 0.052 0.240 -0.351
H 3.701 -1.155 1.951
C -3.208 3.250 -7.987
H -0.182 -5.763 5.598
C -4.919 1.243 1.019
H 0.332 2.762 -1.759
C -0.592 -1.507 6.014
H -3.147 0.661 -0.902
H -2.943 1.281 -7.084
O -1.325 -1.907 -0.980
H -5.789 1.259 -5.053
C 0.440 2.724 -4.136
H -0.110 2.152 8.062
O 4.605 1.311 -5.811
C -2.628 2.317 -6.943
H 0.285 -0.151 0.718
C 0.788 -5.787 5.097
O -4.186 2.791 -3.791
H 0.423 0.996 5.885
H 5.900 -1.077 4.654
H -8.395 1.303 -1.195
H 4.739 -0.637 -4.170
C -5.233 1.918 -5.722
C 1.187 0.404 -5.206
C -0.299 1.082 7.942
C 0.574 0.503 6.848
B -2.799 -2.136 -0.926
H -1.361 0.942 7.728
H 1.575 -5.691 5.851
H 4.325 -0.509 5.260
H 0.775 -3.714 4.586
C -5.848 0.008 1.110
H -5.886 2.727 -6.055
C 5.523 2.824 -2.738
C -7.442 1.308 -0.574
C 1.310 -0.172 -3.768
H 0.106 -4.717 3.322
C 5.062 0.529 3.558
H 0.914 -6.769 4.634
H 4.937 2.162 -2.098
O 2.196 -4.648 3.471
C -3.508 1.254 1.809
C 5.025 1.398 -4.681
C 5.423 0.173 -3.908
H 5.357 0.290 -2.828
H 6.439 -0.109 -4.187
O -3.191 -1.256 0.220
H -4.939 1.310 -6.574
H 2.980 0.163 1.054
H 1.739 -6.636 0.902
H -2.849 4.271 -7.829
O 5.213 2.611 -4.123
C 4.907 -0.730 4.363
O 5.926 1.336 3.821
H 1.408 -0.266 -6.099
H -0.101 0.582 8.894
C 3.238 -0.172 2.062
H -2.923 2.931 -8.992
H -6.723 3.483 -1.286
H 0.611 -6.367 2.204
H 1.248 -0.900 2.479
H 0.678 2.391 -6.423
H -5.500 -0.857 1.762
C 1.035 0.661 -2.479
H 1.532 0.783 2.973
H -1.539 2.322 -7.025
H -2.548 -0.697 6.204
H -4.299 3.289 -7.934
H -4.453 3.383 0.172
```

The following is a quantum chemistry calculation of one molecule with the formula C3H4N4O in a non-equilibrium geometry, from the OMol25 dataset.

Values from the calculation:
E_LUMO: 0.0104 Eh
Orbital gap: 9.74 eV
ΔE to the lowest compared entry with this formula, charge and spin: 114.2 kcal per mole
HOMO: -0.348 hartree
E_tot: -11179.017 eV
2S+1: 1
Strongest force on any atom: 4.44 eV/A

Structure (XYZ):
```
12
C3H4N4O (ωB97M-V/def2-TZVPD)
H 0.156 0.004 -2.504
C 0.339 -0.346 -1.381
N -0.831 -0.870 -0.766
O -0.114 0.986 1.096
C -1.349 0.868 0.550
C 0.777 -0.106 1.208
N 1.527 -0.118 -0.886
H -1.287 -1.060 -1.680
H 0.920 -0.304 2.324
H -2.106 1.494 1.116
N 1.721 -0.406 0.357
N -1.757 -0.109 -0.174
```

The following is a quantum chemistry calculation of C4H8ClNiO as an isolated structure in a non-equilibrium geometry, from the OMol25 dataset.

Values from the calculation:
Net charge: +1
E_LUMO (alpha / beta): -0.1588 / -0.3166 Eh
Orbital gap (alpha / beta): 8.61 / 4.01 eV
ΔE to the lowest compared entry with this formula, charge and spin: 15.1 kcal per mole
HOMO (alpha / beta): -0.475 / -0.464 hartree
E_tot: -59879.681 eV
2S+1: 3
Strongest force on any atom: 2.21 eV/A

Structure (XYZ):
```
15
C4H8ClNiO (ωB97M-V/def2-TZVPD)
Ni 0.577 2.463 -4.815
H -0.434 -2.320 -0.168
Cl 0.010 2.073 -2.481
H 1.886 0.361 1.784
H -1.229 0.352 -0.475
O 1.231 -1.059 0.365
H 0.088 -1.114 -1.452
H -1.936 -0.955 0.548
H -0.756 1.138 1.683
C -0.319 0.159 1.484
C -0.026 -1.334 -0.391
C -1.030 -0.416 0.272
C 1.111 0.196 1.036
H -0.533 -0.450 2.362
H 1.361 0.908 0.249
```

The following is a quantum chemistry calculation of C27H36Br30N2O12S as an isolated structure in a non-equilibrium geometry, from the OMol25 dataset.

Values from the calculation:
E_LUMO: -0.0200 Eh
Orbital gap: 8.82 eV
HOMO: -0.344 hartree
E_tot: -2168233.543 eV
2S+1: 1
Strongest force on any atom: 4.38 eV/A

Structure (XYZ):
```
108
C27H36Br30N2O12S (ωB97M-V/def2-TZVPD)
H -3.745 2.844 0.882
Br -5.171 2.763 3.113
C 5.891 4.992 0.723
C 1.866 -0.609 4.936
H -2.089 3.128 0.328
Br 7.377 4.975 1.951
C 1.449 1.511 -1.911
H -1.031 0.953 -2.992
H 2.716 0.836 2.873
N -0.724 1.636 2.141
H 4.810 0.933 -1.764
Br 10.897 2.628 2.551
C -6.902 2.241 3.799
Br 7.017 -0.107 -2.183
H 1.180 -4.659 -0.654
H -2.483 2.603 -2.234
C 0.523 -6.090 -6.304
Br -3.145 -2.800 -10.974
Br -6.016 -6.801 3.304
H -6.793 2.103 4.867
C -2.775 2.377 0.767
H 2.704 -0.708 1.921
C 1.280 1.477 -3.433
Br -1.108 -1.011 -9.292
H -1.026 0.440 0.148
H 6.224 5.497 -0.174
Br -1.726 5.998 3.472
C -0.497 0.227 2.308
H 0.737 2.943 0.014
C -4.767 -6.517 1.859
H 2.623 2.742 1.851
O 2.205 2.630 -1.452
H -2.145 -0.598 -11.499
H -0.162 -5.203 -1.698
Br -8.239 3.621 3.544
H -0.982 -4.189 6.674
C -1.969 2.889 -3.162
Br -3.996 0.130 -10.027
N 1.079 0.130 4.360
C -2.725 -1.660 -5.242
O 1.846 0.923 1.035
Br 4.075 -1.295 -2.552
O -1.793 -3.537 -0.752
H -1.930 -0.800 0.978
C -3.628 5.809 3.731
Br 4.394 5.993 1.417
H -3.713 -1.874 -4.855
C -1.119 -5.249 6.852
Br 5.072 -0.360 0.337
O -2.801 2.071 3.121
Br 8.468 0.929 3.745
H -2.692 3.178 -3.939
Br -2.528 -5.838 5.678
H 0.442 1.495 -1.464
H -1.443 1.417 -4.691
Br -0.759 -6.198 -4.866
O 0.664 -1.723 3.118
O 0.869 -1.166 -0.579
C -1.036 1.772 -3.725
Br 0.559 -6.113 6.443
O -1.580 -3.040 3.064
C 2.577 2.146 0.923
C 9.655 1.184 2.244
Br -7.475 0.550 3.067
Br 5.368 3.203 0.211
H -0.499 2.286 4.139
S -0.931 -1.886 3.571
O -1.516 -0.440 3.173
Br 8.677 1.420 0.600
H 1.005 2.377 3.235
C 1.832 2.990 -0.136
Br -0.340 -5.874 -8.016
Br -2.779 0.139 -5.952
H 0.772 -3.723 -2.115
Br -3.471 -5.160 2.296
C -0.636 -3.487 -0.469
Br -1.491 -1.825 -3.764
H -0.342 3.549 2.931
H -4.226 -7.443 1.721
O 2.515 -1.368 5.544
Br -2.354 -2.963 -6.608
H 2.115 4.051 -0.021
Br -5.671 -6.137 0.196
H 10.238 0.278 2.142
C -0.074 2.510 3.142
H -3.784 4.948 4.370
H 2.035 0.612 -1.655
H 1.052 -7.033 -6.331
O 0.262 2.342 -3.921
C 0.027 -1.385 0.229
H -2.769 1.528 0.071
H 3.596 1.968 0.517
H 0.960 0.441 -3.672
C -2.137 2.003 2.118
H 2.230 1.645 -3.963
C 2.124 0.188 2.213
O -0.923 -1.947 4.999
O -0.189 -2.726 0.610
Br -4.367 7.337 4.644
C -0.921 -0.374 0.875
H -1.367 3.780 -2.927
Br -1.596 -5.457 8.711
C 0.349 -4.323 -1.296
C -2.541 -1.010 -10.580
Br -4.549 5.461 2.076
C 0.805 -0.290 2.929
C 5.189 -0.065 -1.570
Br 1.836 -4.711 -5.988
```

The following is a quantum chemistry calculation of C16H19AlBCl3CsF6IN2NaO15P as an isolated structure in a non-equilibrium geometry, from the OMol25 dataset.

Values from the calculation:
E_LUMO: -0.2109 Eh
Orbital gap: 1.93 eV
HOMO: -0.282 hartree
E_tot: -134083.234 eV
2S+1: 1
Strongest force on any atom: 7.07 eV/A

Structure (XYZ):
```
67
C16H19AlBCl3CsF6IN2NaO15P (ωB97M-V/def2-TZVPD)
P 4.137 1.658 2.480
C -7.343 -5.661 -0.134
C -0.521 0.376 -1.377
C -3.798 -3.169 3.759
Al -4.187 -0.032 3.506
H 2.991 0.145 1.190
Na -3.183 -4.456 -2.851
O 2.758 0.813 1.888
H 7.427 1.920 -0.878
Cl -3.760 -1.728 0.149
H 5.481 4.038 -1.306
N 7.290 3.333 1.268
H -3.378 -1.763 4.635
F 1.428 2.538 -5.744
C 2.350 4.448 2.557
N 1.143 4.440 2.529
C 5.472 1.714 -1.330
F -9.009 -2.872 0.224
O -6.761 -3.460 -0.307
O -5.138 -4.870 0.343
Cs 4.815 -1.429 2.596
C -1.709 -3.529 0.079
F -8.399 -3.211 -2.022
H -1.283 -4.405 -0.418
O 5.411 0.726 2.552
C -6.284 -4.660 0.002
F 0.503 3.702 -2.946
C 0.554 -0.389 -2.129
O 3.773 2.050 4.121
Cl -0.413 -2.315 0.191
H 4.109 1.336 4.716
H -2.603 -2.633 -1.690
H -0.883 3.616 3.397
F 1.930 0.456 -6.049
C 4.734 3.153 -1.223
C 1.093 1.287 -5.381
O -7.232 -6.847 0.073
O -4.615 -3.967 3.292
O -1.674 3.381 3.880
I 4.474 6.459 1.597
O 0.514 -0.069 -3.523
O -2.539 -3.137 3.710
H -0.546 0.078 -0.329
Cl -5.370 -0.714 -1.597
C 4.499 3.258 1.474
C 6.094 3.539 1.362
B -8.181 -3.630 -0.667
C 1.164 1.070 -3.872
O 4.915 0.605 -1.094
F -0.144 1.063 -5.880
O 1.743 1.779 -3.090
H -3.620 -3.829 -0.863
C 3.751 3.262 0.042
O 6.872 1.746 -1.675
H 4.064 3.226 -2.171
H 4.487 4.439 3.445
C 3.941 4.477 2.423
H -1.992 -3.818 1.094
O -4.288 -2.097 4.464
H 0.366 -1.461 -2.045
H -0.342 1.454 -1.427
O -8.467 -5.068 -0.528
H 2.955 2.444 -0.081
H 1.549 -0.203 -1.715
H 3.183 4.270 -0.068
H -1.505 0.196 -1.821
C -2.900 -3.018 -0.708
```